Entry 1:
{
  "formula": "C5H7N",
  "method": "wB97M-V/def2-TZVPD",
  "elements": ["C", "C", "C", "N", "C", "C", "H", "H", "H", "H", "H", "H", "H"],
  "xyz": [[1.97554, 0.08660, 0.06340], [0.47545, -0.14558, -0.02412], [0.19210, -1.39635, -0.56015], [-2.15873, -0.66354, -0.27082], [-1.80723, 0.54100, 0.02998], [-0.43162, 0.83766, 0.25909], [2.18989, 0.64727, 0.97524], [2.56401, -0.83787, 0.07748], [2.29767, 0.66964, -0.80393], [0.48323, -2.23131, 0.10530], [-3.14870, -0.69597, -0.54007], [-2.52033, 1.37485, 0.09186], [-0.11127, 1.81360, 0.59675]],
  "forces_ev_per_a": [[0.16, 0.04, 0.05], [-0.14, -0.08, -0.17], [-0.48, 0.42, 0.23], [0.31, 0.16, 0.18], [0.26, -0.11, 0.04], [0.08, 0.09, 0.02], [0.03, -0.04, -0.11], [-0.19, 0.11, -0.02], [-0.03, -0.06, 0.15], [-0.55, 0.11, -0.21], [0.49, -0.35, -0.02], [0.07, -0.27, -0.13], [-0.01, -0.02, -0.02]],
  "multiplicity": 1,
  "largest_force_ev_per_a": 0.68,
  "de_lowest_kcal_mol": 97.1,
  "gap_ev": 8.0,
  "e_homo_ha": -0.2950
}

***

Entry 2:
{
  "formula": "C6H15INO2",
  "method": "wB97M-V/def2-TZVPD",
  "elements": ["I", "C", "O", "C", "C", "N", "C", "C", "O", "C", "H", "H", "H", "H", "H", "H", "H", "H", "H", "H", "H", "H", "H", "H", "H"],
  "xyz": [[4.11435, -0.35209, -1.90975], [1.57123, 1.34032, 2.59210], [1.03862, 0.78981, 1.35787], [1.04985, 1.81107, 0.40523], [0.00043, 1.41484, -0.77390], [0.32737, 0.23276, -1.55319], [0.30367, -1.08337, -0.84152], [-1.00739, -1.48554, -0.24691], [-1.94955, -1.53708, -1.30772], [-3.20404, -2.05300, -0.82925], [1.03750, 2.13578, 3.11217], [2.54511, 1.77335, 2.36377], [1.65528, 0.49154, 3.27079], [2.04801, 2.03173, 0.02695], [0.87104, 2.79269, 0.84402], [0.16093, 2.25115, -1.45429], [-1.02315, 1.51739, -0.41352], [1.28009, 0.54145, -1.68406], [1.10581, -1.12357, -0.10459], [0.64726, -1.81855, -1.56923], [-1.28518, -0.75158, 0.50955], [-0.90585, -2.43461, 0.27945], [-3.58000, -1.16974, -0.31289], [-3.04887, -2.83893, -0.09010], [-3.75242, -2.47582, -1.67103]],
  "forces_ev_per_a": [[0.05, -0.01, 0.01], [0.51, -1.25, -0.49], [0.20, 1.25, 1.90], [-1.57, -0.46, -1.64], [1.09, 1.80, 1.39], [-0.31, 0.24, 1.06], [1.62, 0.48, -0.66], [0.05, 0.75, -0.71], [-0.02, -1.22, 0.38], [1.34, 0.87, 0.09], [-0.84, -0.01, -0.52], [0.36, -0.20, 0.16], [0.22, 0.14, 0.03], [0.54, -0.79, -0.58], [-1.07, 0.14, 0.21], [-0.36, 0.15, -0.28], [0.02, -0.45, 0.12], [0.64, -1.31, -0.88], [-0.22, 0.09, 0.56], [-0.43, -0.11, -0.30], [-0.34, 0.23, 0.17], [0.00, -0.32, -0.14], [-1.30, -0.36, -0.05], [0.05, -0.21, 0.05], [-0.24, 0.54, 0.14]],
  "s_squared": 0.753,
  "multiplicity": 2,
  "largest_force_ev_per_a": 2.53,
  "de_lowest_kcal_mol": 11.3,
  "gap_ev": [9.3, 5.1],
  "e_homo_ha": [-0.3136, -0.3136]
}

***

Entry 3:
{
  "formula": "C5H4N2",
  "method": "wB97M-V/def2-TZVPD",
  "elements": ["C", "C", "C", "C", "N", "N", "C", "H", "H", "H", "H"],
  "xyz": [[2.77241, -0.63203, 0.00729], [1.61672, -0.29353, 0.05172], [0.23819, 0.06766, 0.03534], [-0.82527, -0.78203, 0.25058], [-1.94305, -0.06806, 0.00790], [-1.69101, 1.21113, -0.30971], [-0.37411, 1.30846, -0.26966], [3.79913, -0.91978, -0.04306], [-0.81317, -1.75715, 0.70478], [-2.89398, -0.39824, -0.04189], [0.11414, 2.26356, -0.39330]],
  "forces_ev_per_a": [[-0.38, 0.17, 0.03], [0.49, -0.04, 0.07], [-0.13, 0.00, 0.13], [0.06, 0.08, 0.14], [-0.08, -0.09, 0.10], [0.26, -0.02, 0.03], [0.08, 0.13, -0.06], [-0.18, 0.04, 0.04], [-0.20, -0.24, -0.41], [0.16, 0.04, 0.19], [-0.07, -0.08, -0.25]],
  "multiplicity": 1,
  "largest_force_ev_per_a": 0.51,
  "de_lowest_kcal_mol": 43.8,
  "gap_ev": 9.9,
  "e_homo_ha": -0.3280,
  "smiles": "C#Cc1cn[nH]c1"
}

***

Entry 4:
{
  "formula": "C4H8O2Si",
  "method": "wB97M-V/def2-TZVPD",
  "elements": ["C", "C", "C", "C", "O", "O", "Si", "H", "H", "H", "H", "H", "H", "H", "H"],
  "xyz": [[-1.54690, 0.15706, 2.19891], [0.76698, 1.27299, -2.29974], [-0.34974, 0.41731, 1.65317], [-0.18026, 0.79205, -1.52080], [-0.33488, -2.14027, -0.13460], [1.88725, -0.63482, 0.11847], [0.20749, -0.59233, 0.11615], [-1.82809, 0.72754, 3.07491], [-2.42602, -0.46389, 1.79774], [0.58148, 1.75723, -3.26971], [1.68119, 0.93266, -1.94056], [0.20783, 1.22688, 2.02600], [-1.15710, 0.78961, -1.87651], [0.10097, -2.93288, -0.55165], [2.38980, -1.30914, 0.60821]],
  "forces_ev_per_a": [[-1.07, 0.23, -0.26], [-0.93, -0.30, -0.22], [-1.96, -3.03, -1.54], [0.67, -2.92, 2.08], [0.00, -0.39, -0.02], [-0.26, -0.31, 0.20], [1.26, 2.43, -1.97], [-0.24, 0.13, 0.11], [1.95, 0.42, 0.49], [0.31, -0.07, 0.64], [2.35, 0.37, -0.22], [1.02, 0.64, 0.51], [-2.02, 0.44, -0.21], [-0.52, 1.87, 0.70], [-0.56, 0.49, -0.29]],
  "multiplicity": 1,
  "largest_force_ev_per_a": 3.92,
  "de_lowest_kcal_mol": 0.0,
  "gap_ev": 9.7,
  "e_homo_ha": -0.3435,
  "smiles": "C=C[Si](O)(O)C=C"
}

***

Entry 5:
{
  "formula": "C4H12AlB4O8",
  "method": "wB97M-V/def2-TZVPD",
  "elements": ["Al", "B", "H", "H", "H", "H", "B", "H", "H", "H", "H", "B", "H", "H", "H", "H", "O", "C", "O", "B", "O", "C", "O", "O", "C", "O", "C", "O", "O"],
  "xyz": [[-2.70505, -1.58623, 0.18978], [0.03582, -2.02868, 1.59371], [-0.02568, -2.92700, 0.99916], [0.10030, -1.18218, 0.92774], [-0.86044, -2.02427, 2.19450], [0.82592, -2.01257, 2.32836], [-0.50957, -2.14960, -1.85410], [-0.40781, -1.34876, -1.13818], [0.07624, -1.89987, -2.72514], [-0.13243, -3.08059, -1.46008], [-1.56173, -2.25325, -2.06961], [-2.40579, -4.58219, 0.57944], [-3.40533, -4.17636, 0.60122], [-2.00726, -4.53204, -0.42201], [-1.83898, -4.01879, 1.30439], [-2.42735, -5.60539, 0.92126], [2.27975, 6.72712, -1.11009], [1.99811, 5.67360, -0.58035], [1.33928, 4.65142, -1.14535], [1.14345, 3.56053, -0.18122], [1.63200, 4.14261, 1.13768], [2.30384, 5.28048, 0.94879], [3.00825, 5.90182, 1.73257], [1.99803, 2.42700, -0.64765], [1.31007, 1.34860, -0.64608], [1.65915, 0.17976, -0.92590], [-0.18079, 1.71706, -0.26527], [-0.19905, 2.96530, -0.12152], [-1.04287, 0.83251, -0.16600]],
  "forces_ev_per_a": [[1.09, 0.05, -0.42], [0.32, 0.23, -0.64], [-1.60, -3.08, -3.15], [1.88, 2.77, -3.10], [-3.43, -1.52, 3.51], [2.64, 1.67, 3.57], [-0.10, -2.94, -1.40], [0.96, 5.07, 3.25], [2.33, 1.76, -2.86], [1.29, -3.36, 1.71], [-4.68, 0.05, -0.33], [-0.78, 1.35, -1.20], [-3.44, 3.00, -0.44], [0.57, -1.14, -4.56], [1.55, 1.37, 4.67], [2.06, -4.55, 1.45], [-0.47, -1.96, 0.79], [0.64, 1.76, 0.23], [-0.46, -0.34, 0.50], [1.85, 2.59, 0.31], [-0.39, -1.12, -0.50], [1.03, 1.39, -0.16], [-1.94, -1.72, -1.74], [0.11, -0.65, 0.38], [0.73, -3.30, -0.93], [-0.94, 2.80, 0.67], [-0.83, -4.05, -0.25], [-1.06, 1.60, 0.67], [1.07, 2.25, -0.06]],
  "s_squared": 1.752,
  "multiplicity": 2,
  "largest_force_ev_per_a": 6.09,
  "gap_ev": [3.7, 3.4],
  "e_homo_ha": [-0.3565, -0.3564]
}

***

Entry 6:
{
  "formula": "C4H9NO",
  "method": "wB97M-V/def2-TZVPD",
  "elements": ["C", "C", "C", "N", "C", "H", "H", "H", "H", "H", "H", "H", "H", "H", "O"],
  "xyz": [[-0.41401, 2.00959, 0.88661], [-0.05690, 0.60670, 0.41785], [1.20673, 0.27444, -0.16422], [1.44059, -1.06114, -0.54539], [1.84234, -1.31648, -1.78866], [0.37568, 2.71384, 0.55554], [-0.44762, 1.91935, 2.02725], [-1.49530, 2.25592, 0.57809], [-0.77474, -0.30467, 0.32579], [1.78246, 0.91818, -0.79320], [2.00930, -0.60157, -2.62818], [2.24920, -2.32722, -2.02651], [-2.07441, -2.24888, 0.76565], [-3.21083, -1.19150, 0.94691], [-2.43248, -1.64655, 1.44247]],
  "forces_ev_per_a": [[-1.20, -1.37, 0.72], [2.95, -1.89, -2.37], [-4.68, 0.09, 0.09], [1.06, -1.14, -3.57], [0.20, 0.07, 2.82], [-0.80, -0.17, 0.28], [0.14, 0.54, -1.41], [1.80, 0.02, 0.26], [1.13, 1.95, 1.23], [0.71, 1.32, 0.72], [-0.36, 0.08, 0.86], [-0.85, 0.59, 0.38], [-0.13, 0.23, 0.42], [2.02, -1.21, 1.37], [-1.97, 0.88, -1.78]],
  "multiplicity": 1,
  "largest_force_ev_per_a": 4.69,
  "de_lowest_kcal_mol": 85.2,
  "gap_ev": 8.8,
  "e_homo_ha": -0.3055,
  "smiles": "C=N/C=C/C.O"
}

***

Entry 7:
{
  "formula": "C29H23AuN5O2",
  "method": "wB97M-V/def2-TZVPD",
  "elements": ["Au", "C", "O", "C", "N", "C", "C", "C", "C", "C", "C", "C", "C", "C", "C", "C", "C", "N", "C", "N", "C", "C", "O", "C", "C", "C", "C", "C", "C", "H", "H", "H", "H", "H", "H", "H", "H", "H", "H", "H", "H", "H", "H", "H", "H", "H", "H", "H", "N", "C", "C", "C", "C", "N", "C", "C", "H", "H", "H", "H"],
  "xyz": [[-0.01447, 0.89243, 0.07515], [4.38153, 2.12603, 0.50026], [3.49843, 3.24613, 0.35686], [2.29663, 2.78913, 0.17886], [2.15783, 1.50273, 0.11485], [3.47973, 0.89853, 0.15745], [3.60753, -0.31387, 1.04016], [4.73133, -1.14617, 0.87005], [4.87503, -2.29817, 1.61716], [3.88933, -2.65287, 2.53686], [2.79633, -1.80297, 2.74926], [2.64843, -0.65317, 1.99726], [1.14483, 3.67043, -0.00675], [1.21373, 5.04213, -0.23694], [0.02423, 5.72483, -0.46924], [-1.18817, 5.04133, -0.45724], [-1.16057, 3.66453, -0.25054], [-0.01647, 3.02533, -0.02985], [-2.32077, 2.77223, -0.28725], [-2.17087, 1.49433, -0.14024], [-3.48547, 0.87473, -0.11615], [-4.41327, 2.07793, -0.48274], [-3.53007, 3.20883, -0.46455], [-3.62227, -0.36937, -0.95444], [-2.67827, -0.74057, -1.91544], [-2.81707, -1.93187, -2.60215], [-3.88997, -2.78977, -2.32554], [-4.86447, -2.40137, -1.40694], [-4.73177, -1.20717, -0.72665], [4.74853, 2.11203, 1.53126], [5.22103, 2.27123, -0.18324], [3.71513, 0.55823, -0.86414], [5.48583, -0.88067, 0.14405], [5.74093, -2.92817, 1.48076], [3.96933, -3.57727, 3.09006], [2.08783, -2.03357, 3.53176], [1.80543, 0.00053, 2.17835], [2.17053, 5.54423, -0.24604], [0.04423, 6.78523, -0.68294], [-2.12577, 5.54803, -0.63154], [-3.67957, 0.56713, 0.92435], [-5.21597, 2.25483, 0.23755], [-4.83397, 2.00273, -1.48915], [-1.85357, -0.08127, -2.15124], [-2.11587, -2.19627, -3.37994], [-3.96677, -3.74077, -2.83264], [-5.71507, -3.03937, -1.22155], [-5.48647, -0.90977, -0.01345], [-0.00417, -6.57377, 0.03975], [0.00763, -5.43307, 0.07185], [0.01513, -4.01117, 0.09845], [0.55773, -3.28827, -0.96604], [0.52333, -1.90927, -0.91115], [0.00693, -1.24507, 0.12465], [-0.49777, -1.93097, 1.15135], [-0.52187, -3.31277, 1.18136], [0.99813, -3.79207, -1.81294], [0.92153, -1.31507, -1.71844], [-0.89187, -1.35547, 1.97486], [-0.95137, -3.83437, 2.02256]],
  "forces_ev_per_a": [[0.03, 1.71, -0.31], [0.62, -0.98, 0.40], [-1.14, 1.07, -0.29], [0.29, -0.25, 0.04], [-1.88, -0.28, 0.17], [0.90, -1.11, -0.57], [0.26, -0.51, 0.27], [-0.56, 0.60, -0.03], [-0.33, -0.15, 0.20], [-0.29, 0.45, -0.04], [0.44, -0.60, 0.05], [0.42, 0.32, -0.31], [0.40, 0.85, -0.06], [-0.18, -0.43, 0.15], [0.00, 0.03, -0.03], [0.17, -0.45, 0.03], [-0.43, 0.81, -0.17], [0.04, -1.72, -0.01], [-0.23, -0.18, -0.04], [1.82, -0.35, 0.16], [-0.85, -1.08, 0.61], [-0.60, -0.99, -0.24], [1.14, 1.05, 0.15], [-0.25, -0.56, -0.23], [-0.35, 0.32, 0.34], [-0.48, -0.63, -0.01], [0.29, 0.52, 0.04], [0.31, -0.17, -0.24], [0.57, 0.59, -0.01], [-0.13, 0.00, -0.15], [-0.23, -0.12, 0.06], [-0.09, 0.20, 0.16], [0.11, 0.01, -0.12], [0.05, -0.04, -0.04], [0.07, 0.03, 0.12], [-0.11, -0.08, -0.01], [-0.08, 0.12, 0.14], [0.07, 0.00, 0.04], [-0.01, 0.05, 0.07], [-0.11, -0.01, -0.01], [0.01, 0.21, -0.19], [0.25, -0.05, -0.09], [0.12, -0.04, 0.13], [0.11, 0.10, -0.10], [0.11, -0.05, -0.01], [-0.06, 0.02, -0.09], [-0.07, -0.03, 0.04], [-0.09, -0.01, 0.15], [0.00, -0.87, -0.02], [0.00, 0.48, 0.03], [0.00, 0.50, -0.01], [-0.11, 0.21, 0.29], [0.38, -0.05, -0.65], [-0.05, 1.23, -0.12], [-0.40, -0.02, 0.69], [0.13, 0.26, -0.32], [0.01, 0.04, -0.09], [0.07, 0.00, -0.15], [-0.08, 0.01, 0.11], [-0.03, 0.03, 0.10]],
  "multiplicity": 1,
  "largest_force_ev_per_a": 1.91,
  "de_lowest_kcal_mol": 27.0,
  "charge": 3,
  "gap_ev": [3.8, 3.8],
  "e_homo_ha": [-0.6229, -0.6229]
}